30
Properties=species:S:1:pos:R:3:forces:R:3:nbo_charge:R:1 method="wB97M-V/def2-TZVPD" total_charge=-1 gap_ha=0.28239 e_tot_ha=-5815.0549 spin_multiplicity=1 homo_energy_ev=-5.62
Br 0.514222 -2.122898 3.011860 0.035 0.143 -0.029 -0.043
Cl -0.212581 -1.302963 -7.630860 0.002 0.007 -0.025 0.032
Cl -2.135675 -1.947562 -5.580079 -0.026 -0.005 -0.001 0.043
Cl 0.489477 -3.138127 -5.518658 0.007 -0.013 0.002 0.045
Cl 0.163779 -0.337849 -4.933864 -0.002 0.115 -0.064 0.106
S 1.038579 0.689410 -0.691389 -0.019 0.609 -0.111 2.049
F 0.369784 -1.435371 -2.119813 -0.288 -0.289 0.026 -0.324
F 2.423932 -0.831332 -2.252399 0.335 0.065 -0.186 -0.323
F 1.764831 -1.914570 -0.525025 -0.001 -0.150 0.282 -0.306
O -0.766815 -1.703370 0.490181 0.068 -0.057 -0.243 -0.582
O -2.145759 2.113785 1.035077 -0.656 0.124 0.212 -0.728
O 0.857951 1.464275 -1.892875 -0.129 -0.098 0.024 -0.939
O -0.016335 2.846591 0.876227 0.214 0.058 0.036 -0.718
O 2.152589 0.954185 0.174397 0.032 -0.369 0.146 -0.919
N -0.788844 -0.440241 1.123328 -0.067 0.459 -0.047 -0.203
C 0.082824 -0.328677 2.309604 0.105 -0.478 0.399 -0.051
C -0.948948 2.051624 0.772643 0.296 0.024 -0.241 0.775
C -0.418671 -1.669462 -5.907502 0.022 -0.009 0.034 -0.229
C -0.598594 0.613693 0.156637 0.100 -0.511 0.074 -0.404
C -0.595425 0.493541 3.419337 -0.066 0.460 -0.431 -0.467
C 0.256315 1.668518 3.923074 0.251 -0.111 0.126 -0.616
C 1.405703 -0.999755 -1.407259 -0.077 0.283 -0.044 0.738
H -1.701038 -1.935876 0.444717 0.031 -0.017 0.114 0.474
H -0.354465 2.561670 4.061195 0.002 -0.092 0.053 0.221
H -1.501841 0.898660 2.964595 -0.016 -0.106 0.082 0.262
H -0.890151 -0.161447 4.237149 -0.049 0.013 -0.040 0.212
H 1.026871 1.937879 3.197973 -0.113 0.022 -0.038 0.232
H 1.066219 0.069545 2.063851 -0.065 0.036 -0.085 0.225
H -1.297035 0.470594 -0.668710 0.121 -0.116 0.015 0.249
H 0.759104 1.435533 4.866587 -0.046 0.003 -0.041 0.188